(1)
{"formula": "C43H45F3N6NaO5PS", "method": "the ωB97M-V functional and the def2-TZVPD basis", "elements": ["Na", "C", "C", "C", "C", "C", "C", "C", "F", "C", "C", "C", "O", "C", "C", "N", "C", "C", "O", "O", "H", "H", "H", "H", "H", "H", "H", "H", "H", "H", "H", "C", "O", "C", "C", "C", "C", "C", "C", "N", "N", "C", "C", "C", "C", "O", "C", "N", "C", "C", "C", "C", "H", "H", "H", "H", "H", "H", "H", "H", "H", "H", "H", "H", "C", "C", "P", "C", "C", "C", "C", "H", "H", "H", "H", "H", "H", "H", "H", "H", "H", "H", "H", "H", "H", "H", "N", "C", "S", "C", "C", "C", "N", "C", "C", "H", "H", "H", "H", "H", "H", "F", "C", "F", "H"], "positions_angstrom": [[-0.2246, 0.5160, -0.1603], [6.4392, -4.4201, -3.1979], [5.1677, -5.0357, -2.6285], [5.6190, -6.0935, -1.6091], [4.5553, -6.4931, -0.5970], [3.5117, -5.4318, -0.3295], [2.5705, -5.6340, 0.6652], [1.8312, -4.5604, 1.1927], [1.1355, -4.5576, 2.3565], [1.7181, -3.4223, 0.4147], [2.5640, -3.2069, -0.6913], [2.4069, -1.9571, -1.4064], [1.6015, -1.0352, -1.0612], [3.2543, -1.7876, -2.5795], [4.1362, -2.7882, -2.9244], [4.3481, -3.9670, -2.1334], [3.5023, -4.2323, -1.0409], [-3.2758, -0.3333, -1.5927], [-4.4820, -0.4560, -1.6640], [-2.0703, -0.2513, -1.4169], [7.1011, -5.1920, -3.5677], [6.9875, -3.9765, -2.3438], [6.2321, -3.7915, -4.0586], [4.6601, -5.5457, -3.5263], [6.5743, -5.7735, -1.1123], [5.9368, -6.9516, -2.2425], [4.9697, -6.8658, 0.3584], [4.0138, -7.3967, -0.9492], [2.5440, -6.6582, 1.0782], [1.0059, -2.6437, 0.6842], [4.9439, -2.6013, -3.6723], [-9.4376, -2.4657, -2.8780], [-9.4457, -1.3720, -1.9368], [-8.7625, -1.4914, -0.7330], [-8.6569, -0.2714, -0.0194], [-8.0251, -0.2860, 1.2063], [-7.0960, -1.3515, 1.4147], [-7.1899, -2.5352, 0.6994], [-8.0301, -2.6609, -0.4142], [-6.0206, -1.2304, 2.2994], [-5.7755, 0.0226, 2.6355], [-4.5494, 0.4883, 2.6473], [-4.4721, 1.9207, 2.5896], [-3.2776, 2.5369, 2.1714], [-2.1587, 1.6997, 1.8238], [-1.1015, 2.0735, 1.3009], [-2.1690, 0.2625, 2.2439], [-0.9723, -0.3886, 2.3388], [-0.9285, -1.5395, 2.9986], [-2.0574, -2.2835, 3.3854], [-3.2866, -1.7480, 3.0271], [-3.3750, -0.3866, 2.5210], [-9.6142, -2.0008, -3.8314], [-10.2385, -3.2224, -2.6110], [-8.4029, -2.9489, -2.9453], [-9.1653, 0.6292, -0.3801], [-7.9177, 0.5133, 1.9181], [-6.4493, -3.3039, 0.9270], [-8.1628, -3.5552, -1.0103], [-5.3325, 2.5166, 2.8535], [-3.2126, 3.5684, 1.9529], [0.0491, -1.9375, 3.1659], [-2.1078, -3.2721, 3.8555], [-4.1952, -2.3489, 3.1649], [5.6070, 4.3531, 4.0437], [5.1116, 5.1435, 2.8732], [3.6141, 4.4266, 1.9963], [3.9239, 2.5635, 2.0454], [3.4998, 1.6374, 3.1849], [2.4019, 4.5854, 3.4342], [0.9674, 4.3714, 3.0350], [6.4886, 4.9397, 4.3917], [5.8232, 3.3031, 3.7965], [4.8473, 4.3102, 4.9301], [5.8315, 5.2602, 2.0524], [4.7657, 6.1696, 3.1208], [4.9976, 2.4159, 1.8834], [3.4865, 2.2448, 1.0578], [3.0781, 0.7310, 2.6701], [2.7108, 2.0684, 3.8360], [4.2915, 1.2980, 3.8093], [2.4314, 5.6692, 3.6381], [2.6542, 3.9947, 4.3764], [0.7986, 4.7435, 2.0124], [0.3213, 5.0266, 3.6169], [0.6448, 3.3167, 3.0794], [-0.0679, 6.7571, -4.4021], [-0.8055, 5.6522, -4.6910], [-1.5598, 5.6114, -6.1896], [-0.7830, 4.6119, -3.6179], [-0.8713, 3.2454, -3.9973], [-0.5564, 2.3277, -3.0463], [-0.3881, 2.5764, -1.7274], [-0.4875, 3.8482, -1.3439], [-0.7918, 4.9128, -2.2464], [-0.0522, 7.4578, -5.0864], [0.7576, 6.6871, -3.7972], [-1.0454, 3.0405, -5.0319], [-0.3909, 1.2596, -3.3519], [-0.3322, 4.0432, -0.2658], [-1.0544, 5.9119, -1.8420], [3.3478, -1.0760, -4.7938], [3.0676, -0.6584, -3.5048], [3.9453, 0.3825, -3.1278], [2.0313, -0.2510, -3.4457]], "charge": -2, "lumo_ev": [3.5637, 3.5584], "orbital_gap_ev": [3.84, 3.49], "de_lowest_kcal_mol": 70.5}

=====

(2)
{"formula": "C43H47CsN7O2PS4", "method": "the ωB97M-V functional and the def2-TZVPD basis", "elements": ["Cs", "C", "S", "C", "S", "N", "N", "C", "C", "C", "C", "C", "C", "N", "H", "H", "H", "H", "H", "H", "H", "H", "C", "C", "N", "C", "C", "C", "S", "N", "C", "O", "C", "C", "C", "C", "C", "C", "H", "H", "H", "H", "H", "H", "H", "H", "H", "H", "H", "H", "H", "H", "H", "C", "C", "C", "C", "C", "C", "C", "C", "C", "C", "H", "H", "H", "H", "H", "H", "H", "C", "P", "C", "C", "O", "H", "H", "H", "H", "H", "H", "H", "H", "H", "S", "C", "C", "C", "N", "C", "C", "C", "C", "C", "N", "C", "C", "H", "H", "H", "H", "H", "H", "H", "H"], "positions_angstrom": [[0.2370, 1.4839, -1.4539], [-1.1087, 5.1195, -6.1879], [-2.6951, 4.7466, -5.4076], [-2.4989, 3.0299, -4.8116], [-1.2981, 1.9874, -5.3935], [-3.4817, 2.7506, -4.0329], [-3.6083, 1.8850, -3.0781], [-4.6835, 1.1783, -3.0174], [-4.9590, 0.3094, -1.8884], [-6.1075, -0.4996, -1.9007], [-6.3755, -1.3169, -0.8229], [-5.4956, -1.3322, 0.2503], [-4.3839, -0.5056, 0.1771], [-4.1177, 0.2949, -0.8433], [-1.2870, 5.8475, -6.9800], [-0.7257, 4.1841, -6.5939], [-0.4107, 5.5229, -5.4563], [-5.4102, 1.1915, -3.8318], [-6.7626, -0.4754, -2.7627], [-7.2619, -1.9408, -0.8118], [-5.6674, -1.9614, 1.1138], [-3.6569, -0.4818, 0.9826], [3.5176, 5.3964, 2.9284], [4.0079, 4.0721, 3.5096], [4.4051, 3.1384, 2.4757], [5.8150, 3.0986, 2.1330], [6.5937, 2.1189, 3.0103], [3.5361, 2.2286, 1.9102], [1.9087, 2.1771, 2.3945], [4.1049, 1.3779, 1.0665], [3.5647, 0.9239, -0.0655], [2.6628, 1.4656, -0.7255], [4.2718, -0.2852, -0.6361], [3.7933, -0.8456, -1.8152], [4.4719, -1.8863, -2.4301], [5.6350, -2.3854, -1.8627], [6.1061, -1.8503, -0.6696], [5.4277, -0.8056, -0.0601], [3.1731, 6.0668, 3.7204], [2.6869, 5.2021, 2.2495], [4.3139, 5.8961, 2.3707], [3.2082, 3.6161, 4.0884], [4.8675, 4.2446, 4.1657], [6.2257, 4.1070, 2.2387], [5.9073, 2.7952, 1.0930], [6.5190, 2.3920, 4.0659], [7.6493, 2.1000, 2.7274], [6.1761, 1.1199, 2.8842], [2.8775, -0.4549, -2.2341], [4.0870, -2.3075, -3.3506], [6.1812, -3.1841, -2.3523], [7.0070, -2.2510, -0.2181], [5.7932, -0.3711, 0.8601], [-1.7188, -3.4558, -5.2603], [-2.1932, -2.2600, -4.6816], [-1.6024, -1.7653, -3.5493], [-0.5134, -2.4221, -2.9203], [0.0821, -1.8762, -1.7372], [1.0943, -2.6294, -1.1719], [1.5549, -3.8499, -1.7256], [1.0002, -4.3453, -2.8753], [-0.0572, -3.6479, -3.5049], [-0.6775, -4.1313, -4.6840], [-2.1817, -3.8330, -6.1667], [-3.0161, -1.7274, -5.1444], [-1.9647, -0.8444, -3.1042], [1.5734, -2.2839, -0.2532], [2.3657, -4.3915, -1.2402], [1.3536, -5.2778, -3.3090], [-0.3114, -5.0577, -5.1222], [-0.6312, 4.8113, 2.2315], [-1.5063, 4.4145, 0.6955], [-2.1515, 2.7380, 0.9196], [-2.9871, 5.4821, 0.6942], [-0.6809, 4.6303, -0.5150], [-1.2283, 4.5828, 3.1164], [-0.3651, 5.8691, 2.2216], [0.2853, 4.2184, 2.2472], [-2.8277, 2.6933, 1.7749], [-1.3032, 2.0714, 1.0957], [-2.6801, 2.4266, 0.0147], [-3.6595, 5.2673, 1.5255], [-3.4949, 5.2972, -0.2542], [-2.6730, 6.5255, 0.7224], [-2.7234, -3.5539, 4.7391], [-1.9139, -2.5160, 3.5358], [-1.9180, -2.8369, 2.1852], [-1.2777, -1.9756, 1.3031], [-0.6656, -0.8619, 1.6955], [-0.6509, -0.5725, 2.9915], [-1.2644, -1.3626, 3.9553], [-2.2202, -5.1620, 4.1953], [-0.8747, -5.5109, 4.1282], [-0.5433, -6.8107, 3.7953], [-1.4358, -7.7678, 3.5333], [-2.7173, -7.4128, 3.5851], [-3.1622, -6.1414, 3.9075], [-2.4023, -3.7362, 1.8276], [-1.2481, -2.1693, 0.2317], [-0.1049, 0.3251, 3.2700], [-1.2404, -1.0913, 5.0032], [-0.1075, -4.7757, 4.3321], [0.4967, -7.1139, 3.7401], [-3.4273, -8.1980, 3.3465], [-4.2188, -5.9129, 3.9379]], "charge": -2, "lumo_ev": 3.3297, "orbital_gap_ev": 4.66, "de_lowest_kcal_mol": 28.5}

=====

(3)
{"formula": "C43H47IN5O3P2RuS2Se2Si", "method": "the ωB97M-V functional and the def2-TZVPD basis", "elements": ["Ru", "Se", "P", "Se", "C", "C", "C", "C", "C", "C", "C", "C", "C", "C", "C", "C", "H", "H", "H", "H", "H", "H", "H", "H", "H", "H", "C", "C", "C", "O", "P", "S", "S", "O", "C", "C", "C", "H", "H", "H", "H", "H", "H", "H", "H", "H", "H", "H", "H", "H", "H", "N", "C", "N", "N", "C", "N", "H", "H", "H", "H", "I", "C", "C", "C", "C", "N", "C", "H", "H", "H", "H", "O", "Si", "C", "C", "C", "C", "C", "C", "C", "C", "C", "C", "C", "C", "C", "C", "C", "C", "C", "C", "H", "H", "H", "H", "H", "H", "H", "H", "H", "H", "H", "H", "H", "H", "H"], "positions_angstrom": [[-0.4579, -0.5790, -0.2001], [1.1191, 1.6764, 2.8496], [2.7415, 0.4840, 1.9226], [2.3401, -0.1429, -0.0834], [4.2087, 1.5568, 1.9811], [5.2851, 1.2305, 1.1597], [6.4451, 1.9839, 1.2056], [6.5344, 3.0713, 2.0626], [5.4630, 3.4009, 2.8781], [4.3027, 2.6433, 2.8424], [3.1043, -0.9320, 2.9925], [2.7263, -0.9494, 4.3277], [3.0870, -2.0181, 5.1316], [3.8356, -3.0625, 4.6086], [4.2160, -3.0437, 3.2735], [3.8435, -1.9859, 2.4623], [5.2107, 0.3954, 0.4739], [7.2786, 1.7239, 0.5680], [7.4411, 3.6597, 2.0959], [5.5310, 4.2436, 3.5521], [3.4818, 2.8957, 3.5024], [2.1489, -0.1318, 4.7405], [2.7862, -2.0298, 6.1703], [4.1207, -3.8924, 5.2404], [4.7963, -3.8573, 2.8586], [4.1214, -1.9827, 1.4140], [-2.3168, 1.6693, 4.1777], [-3.5581, 1.3000, 3.3983], [-4.6593, 0.7054, 4.2526], [-3.2408, 0.4390, 2.2661], [-2.5217, -0.9534, 2.1902], [-2.9480, -1.8273, 0.4985], [-0.4527, -0.7537, 2.2328], [-2.9708, -1.6640, 3.5279], [-2.4550, -2.8638, 4.1955], [-2.0404, -3.9501, 3.2262], [-1.3565, -2.4712, 5.1687], [-2.5838, 2.3695, 4.9681], [-1.5876, 2.1452, 3.5259], [-1.8642, 0.7936, 4.6431], [-3.9427, 2.1863, 2.8884], [-4.2863, -0.0760, 4.9100], [-5.4492, 0.2937, 3.6276], [-5.0883, 1.4978, 4.8655], [-3.3328, -3.1942, 4.7559], [-1.1650, -3.6514, 2.6499], [-2.8458, -4.1973, 2.5378], [-1.7791, -4.8430, 3.7954], [-0.4304, -2.2266, 4.6529], [-1.1606, -3.3104, 5.8371], [-1.6651, -1.6217, 5.7764], [1.1694, 3.8425, -0.7195], [-0.0298, 4.4305, -0.6623], [-0.1204, 5.7421, -0.9218], [-1.1633, 3.7968, -0.3639], [-1.0668, 2.5228, -0.1646], [-0.9901, 1.3781, 0.0132], [2.0010, 4.3538, -0.9554], [1.2662, 2.8681, -0.4731], [0.6605, 6.2784, -1.2511], [-1.0430, 6.1389, -0.9672], [1.7699, -5.7564, 1.9213], [0.7868, -4.7360, 0.4008], [0.1848, -5.4193, -0.6453], [-0.4868, -4.6863, -1.6118], [-0.5594, -3.3116, -1.4817], [0.0297, -2.6646, -0.4731], [0.7048, -3.3556, 0.4426], [0.2355, -6.4972, -0.7018], [-0.9675, -5.1692, -2.4494], [-1.0937, -2.6986, -2.1967], [1.1825, -2.7833, 1.2289], [-0.5142, -0.3977, -2.0456], [-0.9311, 0.3441, -3.4608], [-1.4731, -1.0449, -4.5991], [-0.5799, -2.0847, -4.8725], [-0.9237, -3.1224, -5.7204], [-2.1750, -3.1327, -6.3230], [-3.0688, -2.1037, -6.0732], [-2.7178, -1.0704, -5.2167], [0.5315, 1.2493, -4.1942], [1.6858, 1.5621, -3.4854], [2.7268, 2.2535, -4.0855], [2.6231, 2.6486, -5.4099], [1.4772, 2.3467, -6.1329], [0.4452, 1.6488, -5.5294], [-2.3436, 1.5309, -3.1391], [-3.4480, 1.1000, -2.3995], [-4.5144, 1.9443, -2.1504], [-4.5043, 3.2387, -2.6542], [-3.4202, 3.6820, -3.3927], [-2.3459, 2.8374, -3.6213], [0.4091, -2.0767, -4.4250], [-0.2161, -3.9151, -5.9246], [-2.4478, -3.9378, -6.9921], [-4.0421, -2.1036, -6.5457], [-3.4296, -0.2747, -5.0270], [1.7785, 1.2668, -2.4463], [3.6222, 2.4772, -3.5196], [3.4352, 3.1842, -5.8829], [1.3944, 2.6455, -7.1694], [-0.4352, 1.4015, -6.1123], [-3.4698, 0.0938, -1.9937], [-5.3564, 1.5943, -1.5674], [-5.3439, 3.8975, -2.4707], [-3.4105, 4.6873, -3.7941], [-1.4984, 3.2022, -4.1910]], "s2": 6.02, "charge": 1, "lumo_ev": [-1.9751, -4.5113], "spin_multiplicity": 5, "orbital_gap_ev": [7.62, 6.15], "de_lowest_kcal_mol": 2.7}

=====

Look up the charge of the third one. +1

=====

charge of number 3 (C43H47IN5O3P2RuS2Se2Si)? +1